Here is a 12-piece molecular cluster, C42H84O18S6 overall at a distorted geometry from the Open Molecules 2025 dataset. Energies are from the ωB97M-V functional and the def2-TZVPD basis.

The geometry in XYZ format:
```
150
Properties=species:S:1:pos:R:3:forces:R:3:mulliken_charge:R:1
O -28.8447 18.6339 8.2952 0.01 -0.24 -0.04 -0.442
S -27.6309 17.8500 8.2219 0.14 0.32 0.32 0.999
O -27.5289 16.7872 7.2575 -0.01 -0.06 -0.11 -0.714
C -26.2565 19.0139 8.0794 -0.57 0.20 -0.62 -0.299
C -25.3473 18.7435 9.2598 0.42 0.03 -0.23 -0.746
C -26.2120 18.2476 10.4199 -0.12 0.76 0.17 -0.464
C -27.1962 17.2418 9.8670 0.18 -0.32 -0.49 -0.863
H -26.7491 19.9891 8.0848 0.11 0.01 0.38 -0.050
H -25.8268 18.9174 7.0831 0.20 -0.30 0.12 0.492
H -24.5991 17.9958 8.9854 -0.08 -0.07 0.02 0.302
H -24.7999 19.6462 9.5231 0.02 0.02 0.11 0.390
H -26.7585 19.1017 10.8315 0.02 -0.06 0.06 0.219
H -25.5831 17.8473 11.2093 -0.09 -0.17 0.10 0.373
H -28.1194 17.1190 10.4197 -0.06 -0.01 0.14 0.417
H -26.7093 16.2827 9.6959 -0.13 -0.12 0.02 0.358
O -32.6933 23.1251 6.4930 0.06 0.05 -0.27 -0.399
S -32.0685 23.2850 7.7843 0.19 -0.43 0.25 0.771
O -32.5584 24.3321 8.6539 0.05 0.36 0.02 -0.280
C -32.0167 21.7333 8.6579 0.44 0.26 0.33 1.720
C -30.8390 20.9802 8.0566 -0.46 -0.82 -0.04 -0.531
C -29.7787 21.9685 7.5624 1.24 -0.27 -1.25 -0.387
C -30.3003 23.4025 7.5649 -0.01 0.22 0.59 -0.648
H -32.9801 21.2355 8.6157 -0.05 -0.01 -0.17 -0.167
H -31.7873 21.9774 9.6980 -0.16 0.12 -0.13 -1.110
H -30.4547 20.2494 8.7672 0.12 0.33 0.13 0.565
H -31.1798 20.3516 7.2293 -0.07 0.28 -0.08 -0.349
H -29.4427 21.6602 6.5590 -0.57 0.25 -0.07 0.187
H -28.8026 21.9080 8.0569 -0.49 0.09 0.73 0.181
H -30.1213 24.0321 6.6982 0.12 -0.16 -0.17 0.554
H -29.9239 23.9302 8.4440 -0.12 0.06 -0.01 -0.040
O -29.3241 26.2405 6.2217 -0.06 -0.10 0.12 -0.226
S -28.5811 26.6532 5.0536 -0.08 0.45 0.20 1.099
O -28.1501 25.6559 4.1109 0.02 -0.29 -0.14 -0.810
C -29.4567 27.9593 4.1999 -0.16 -0.16 -0.89 -0.645
C -28.8696 29.2520 4.7108 0.12 0.66 0.16 -0.503
C -27.3541 29.0151 4.9142 -0.33 0.28 -0.48 -0.802
C -27.1586 27.6562 5.5470 -0.03 -0.66 -0.20 -0.512
H -30.5414 27.8701 4.2467 0.04 -0.19 0.48 0.199
H -29.2221 27.8116 3.1398 0.21 0.03 0.14 0.370
H -29.0263 30.0437 3.9757 0.01 -0.02 0.04 0.372
H -29.3696 29.5948 5.6214 0.13 -0.23 0.09 0.222
H -26.8783 29.7948 5.5021 -0.06 0.09 0.05 0.384
H -26.9005 29.0377 3.9192 0.10 -0.07 0.11 0.318
H -27.1018 27.6740 6.6304 -0.14 -0.01 0.11 0.431
H -26.3193 27.0879 5.1545 0.21 0.17 0.15 0.221
O -29.9534 19.5436 1.4697 0.11 -0.05 -0.12 -0.709
S -30.8358 19.2241 2.5583 -0.29 -0.34 0.57 1.078
O -32.2639 19.3336 2.3797 -0.09 0.23 -0.07 -0.587
C -30.4734 17.5977 3.2355 -0.44 -0.34 -0.84 -0.817
C -29.4855 17.8589 4.3508 -0.78 -0.39 0.11 -0.708
C -30.0533 19.0790 5.0856 0.03 -0.33 0.92 0.513
C -30.3036 20.1248 4.0359 0.34 0.34 -0.64 -0.387
H -30.1784 16.9663 2.3951 0.45 0.13 0.12 0.486
H -31.4052 17.1526 3.5897 -0.07 0.36 0.19 0.371
H -29.5009 17.0053 5.0239 0.57 -0.06 0.00 0.334
H -28.5096 18.0417 3.9074 0.25 0.01 0.34 0.322
H -29.3960 19.3859 5.9016 0.22 0.29 -0.33 -0.367
H -30.9578 18.8160 5.6460 -0.16 -0.21 -0.44 0.078
H -29.3446 20.5573 3.7479 -0.12 0.28 -0.06 0.456
H -31.0424 20.8997 4.2154 -0.01 0.05 0.27 0.047
O -29.5097 22.3509 11.2347 -0.06 -0.03 -0.34 -0.431
S -29.9894 22.8848 12.4866 0.21 0.29 0.37 1.004
O -30.0266 22.0183 13.6398 -0.26 -0.17 -0.04 -0.761
C -29.0339 24.3307 12.9133 0.59 0.42 1.06 -1.063
C -29.7809 25.5124 12.3203 -0.24 -0.52 -0.74 -0.060
C -31.2257 25.2227 12.7054 -1.25 -0.30 0.45 -0.639
C -31.5413 23.7728 12.2628 0.69 0.42 -0.48 0.229
H -27.9767 24.1526 12.7151 -0.14 0.12 -0.65 0.477
H -29.0610 24.4491 14.0054 -0.27 -0.33 -0.12 0.400
H -29.4486 26.4917 12.6362 0.16 0.05 0.20 0.520
H -29.7264 25.4901 11.2250 0.15 0.09 0.09 -0.080
H -31.9586 25.8815 12.2327 0.28 0.08 -0.12 0.008
H -31.4208 25.3266 13.7800 0.39 0.00 -0.04 0.373
H -31.7370 23.8215 11.1892 -0.07 -0.41 0.02 -0.634
H -32.2993 23.1935 12.7716 -0.24 0.21 0.14 0.579
O -36.3331 19.7691 5.4382 0.28 -0.20 0.11 -0.808
S -35.4762 20.9282 5.5573 -0.57 0.18 -0.90 1.092
O -34.8796 21.2618 6.8212 -0.07 -0.07 0.68 -0.371
C -34.2116 20.9341 4.2999 -0.10 0.85 1.39 -0.223
C -34.9807 21.2941 3.0708 -0.12 -0.88 -0.56 -0.939
C -35.9348 22.4469 3.4215 -0.07 0.20 -0.68 -0.798
C -36.4190 22.3164 4.8583 1.05 -0.29 0.69 -0.023
H -33.6891 19.9928 4.4146 0.14 -0.12 -0.56 0.629
H -33.6025 21.7850 4.6311 0.32 -0.28 -0.04 -0.364
H -34.3171 21.5186 2.2418 0.00 0.13 -0.08 0.463
H -35.5513 20.4034 2.7979 -0.13 0.12 -0.25 0.345
H -36.7488 22.4484 2.6982 -0.16 -0.01 0.14 0.372
H -35.4426 23.4127 3.2940 0.18 -0.08 0.06 0.222
H -37.4610 22.0708 5.0114 -0.18 0.17 0.01 0.628
H -36.0599 23.1436 5.4690 -0.53 0.24 -0.03 -0.373
C -33.6736 26.1454 5.4014 -0.42 -0.22 0.69 0.389
C -34.1841 26.7882 4.1582 -1.16 -0.47 1.60 0.601
C -35.6615 27.0341 4.0470 -0.07 0.20 -0.55 -1.262
O -33.4481 27.0742 3.2797 1.73 0.80 -2.13 -0.559
H -33.9498 26.7245 6.2885 0.04 0.11 -0.07 0.344
H -32.6009 26.0177 5.3609 0.18 -0.10 0.00 -0.003
H -34.1710 25.1814 5.5470 0.21 -0.06 -0.05 -0.500
H -35.9481 27.9156 4.6217 -0.07 -0.22 0.34 0.372
H -36.2094 26.1453 4.3520 -0.25 0.14 0.19 0.264
H -35.8743 27.2787 3.0060 -0.08 -0.16 0.02 0.348
C -35.0631 23.3441 10.2901 0.74 -0.21 -0.61 0.200
C -36.0225 24.1699 9.4804 0.55 -1.29 -0.37 0.034
C -35.6447 24.4645 8.0547 -0.90 0.62 -0.93 0.674
O -37.1404 24.3769 9.8523 -1.11 0.63 0.61 -0.639
H -34.5105 22.7567 9.5520 0.16 -0.06 0.25 -0.690
H -35.5456 22.6445 10.9628 -0.29 0.27 0.26 0.482
H -34.3147 23.9507 10.8018 -0.08 0.02 0.08 0.189
H -35.4053 23.5689 7.4775 0.28 -0.21 0.45 -0.570
H -34.8371 25.1671 7.8888 0.26 0.02 0.34 -0.398
H -36.5590 24.8675 7.5983 0.22 0.14 0.04 0.559
C -34.2810 19.1575 11.2738 -0.64 0.83 0.37 -0.447
C -33.2339 20.0033 11.9484 0.01 -0.01 0.00 0.468
C -32.6673 19.4938 13.2401 0.81 0.46 0.08 -1.392
O -32.8602 21.0511 11.4606 -0.13 -0.15 0.17 -0.005
H -34.9973 18.7998 12.0175 0.15 -0.27 -0.04 0.390
H -33.8580 18.3172 10.7332 0.11 -0.08 -0.05 0.433
H -34.8493 19.8158 10.6148 0.25 -0.23 -0.16 -0.479
H -33.4197 19.3273 14.0068 -0.18 -0.28 -0.14 0.392
H -31.9450 20.2191 13.6227 -0.05 -0.04 -0.06 0.194
H -32.1107 18.5778 13.0217 -0.25 -0.16 0.19 0.338
C -30.8238 27.4768 8.6022 -0.54 0.23 -0.11 -0.590
C -31.3832 27.8108 9.9536 -0.22 0.18 -0.75 0.811
C -32.8647 27.9527 10.0956 -0.83 -0.51 -0.19 -1.026
O -30.6478 28.0114 10.8783 0.68 0.15 1.13 -0.593
H -29.7543 27.3556 8.6798 0.20 -0.17 -0.09 0.286
H -31.0447 28.3106 7.9240 0.03 -0.11 0.00 0.473
H -31.3211 26.5964 8.1961 0.14 -0.10 -0.07 -0.138
H -33.1680 28.0253 11.1363 0.16 0.20 0.08 0.384
H -33.3827 27.0833 9.6700 0.18 0.05 -0.06 -0.075
H -33.2375 28.8164 9.5386 0.14 0.05 0.05 0.438
C -37.7134 20.8192 8.6773 -1.24 0.04 -0.27 -0.502
C -37.2843 19.5220 9.3031 1.08 0.88 -0.08 0.792
C -36.1319 18.8468 8.6282 0.67 -0.39 -0.06 -0.618
O -37.7990 19.0820 10.2933 -0.52 -0.38 0.65 -0.610
H -36.9325 21.3928 8.1946 0.29 -0.17 -0.07 -0.281
H -38.2748 21.4650 9.3532 0.15 -0.19 0.24 0.402
H -38.4463 20.5069 7.9146 0.24 0.23 -0.12 0.389
H -36.4380 18.5514 7.6243 0.09 -0.21 -0.01 0.398
H -35.7303 18.0282 9.2278 -0.56 -0.27 -0.20 0.424
H -35.2725 19.5070 8.4901 -0.35 0.36 -0.15 -0.161
C -26.4253 23.9291 6.5476 -0.84 0.35 -0.82 -0.335
C -25.0703 24.3020 6.0413 -0.57 -2.20 0.41 0.590
C -24.1864 23.2102 5.5199 0.29 0.11 -0.10 -1.212
O -24.7303 25.4327 5.9814 0.73 2.56 -0.08 -0.539
H -26.8751 24.7668 7.0768 0.07 -0.10 0.25 0.099
H -26.5329 22.9915 7.0813 0.23 -0.10 0.09 0.285
H -27.0026 23.8569 5.6059 -0.08 -0.20 0.33 0.172
H -24.6217 22.7767 4.6190 0.00 -0.04 -0.03 0.297
H -24.0575 22.4189 6.2524 0.01 -0.14 0.09 0.314
H -23.2344 23.6844 5.2910 0.09 -0.28 -0.12 0.351
```
Forces are in eV/Å.

**Total charge**: 0
**Energy above the lowest of the compared OMol25 structures with the same formula, charge and spin**: 0.0 kcal per mole
**E**: -146781.100 eV
**HOMO**: -9.143 eV